<P>
Formula: C3H6N2O2
Source: the OMol25 dataset
Level of theory: ωB97M-V/def2-TZVPD

As for the multiplicity: 1. The LUMO energy is 1.0 eV. Its orbital gap is 10.7640 eV. The HOMO energy is -9.75 eV. Its SMILES is O=C(NO)N1CC1. The total charge is 0.

Cartesian coordinates (Å):
O  0.31  -1.52  -1.01
C  0.76  -0.53  -0.39
N  1.95  -0.11  -0.08
O  2.26  1.25  -0.09
N  -0.22  0.48  0.10
C  -1.17  -0.09  0.97
C  -1.60  0.07  -0.49
H  2.84  -0.65  -0.18
H  1.37  1.48  0.15
H  -1.43  0.66  1.67
H  -1.40  -1.12  1.12
H  -2.18  0.97  -0.58
H  -1.49  -0.89  -1.20


<Q>
Formula: C3H6N2O2
Source: the OMol25 dataset
Level of theory: ωB97M-V/def2-TZVPD

As for the multiplicity: 1. The LUMO energy is 0.8 eV. Its orbital gap is 9.7115 eV. The HOMO energy is -8.88 eV. Its SMILES is CC(=O)OC1NN1. The total charge is 0.

Cartesian coordinates (Å):
C  -0.59  -0.60  1.60
C  -0.83  0.16  0.33
O  -1.65  1.02  0.22
O  -0.50  -0.94  -0.89
C  0.45  -0.25  -1.53
N  0.46  1.10  -1.00
N  1.67  0.29  -0.96
H  0.00  -1.50  1.45
H  -0.11  0.00  2.37
H  -1.55  -0.94  1.99
H  0.51  -0.42  -2.61
H  0.31  2.10  -0.97
H  1.81  -0.02  0.00


<R>
Formula: C3H6N2O2
Source: the OMol25 dataset
Level of theory: ωB97M-V/def2-TZVPD

As for the multiplicity: 1. The LUMO energy is 0.7 eV. Its orbital gap is 9.8840 eV. The HOMO energy is -9.19 eV. Its SMILES is C=C=O.CNN=O. The total charge is 0.

Cartesian coordinates (Å):
C  -2.12  0.67  -1.94
C  -1.77  1.50  -1.06
O  -1.54  2.17  -0.13
H  -2.59  0.98  -2.85
H  -1.92  -0.44  -1.70
C  1.25  -0.25  1.24
N  0.95  0.36  -0.04
N  0.69  -0.18  -1.23
O  0.57  -1.38  -1.21
H  0.87  0.41  2.09
H  2.42  -0.50  1.28
H  0.60  -1.18  1.12
H  0.75  1.37  -0.17


<S>
Formula: C3H6N2O2
Source: the OMol25 dataset
Level of theory: ωB97M-V/def2-TZVPD

As for the multiplicity: 1. The LUMO energy is 0.8 eV. Its orbital gap is 10.0533 eV. The HOMO energy is -9.28 eV. Its SMILES is Cn1on(C)c1=O. The total charge is 0.

Cartesian coordinates (Å):
C  -2.16  0.17  0.20
N  -1.15  -0.29  -0.59
O  -0.17  0.85  -0.79
N  0.88  -0.05  -0.30
C  2.25  0.43  -0.14
C  0.09  -1.05  0.00
O  0.11  -2.12  0.53
H  -3.08  -0.64  0.15
H  -1.88  0.25  1.30
H  -2.68  1.11  -0.11
H  2.56  0.76  -1.21
H  2.45  1.04  0.71
H  2.77  -0.45  0.24


Short version: <S> is the least stable of them.


<P>
Formula: C3H6N2O2
Source: the OMol25 dataset
Level of theory: ωB97M-V/def2-TZVPD

As for the multiplicity: 1. The LUMO energy is 0.4 eV. Its orbital gap is 8.7102 eV. The HOMO energy is -8.35 eV. The total charge is 0.

Cartesian coordinates (Å):
C  1.04  -1.18  -1.19
C  0.68  2.25  -0.76
C  1.67  -0.24  0.88
N  1.47  -0.95  -0.06
N  -2.54  -0.57  1.01
O  1.44  1.84  -1.52
O  -0.06  2.78  -0.04
H  1.63  -0.88  -2.15
H  0.21  -1.72  -1.32
H  2.03  -0.77  1.79
H  -2.10  0.19  0.31
H  -3.54  -0.23  1.18
H  -1.92  -0.52  1.89


<Q>
Formula: C3H6N2O2
Source: the OMol25 dataset
Level of theory: ωB97M-V/def2-TZVPD

As for the multiplicity: 1. The LUMO energy is 0.7 eV. Its orbital gap is 10.1193 eV. The HOMO energy is -9.43 eV. Its SMILES is O=C1NNCCO1. The total charge is 0.

Cartesian coordinates (Å):
O  2.07  -0.18  1.81
C  1.25  -0.02  0.92
N  0.97  -1.16  0.18
N  -0.41  -1.15  -0.44
C  -1.16  0.03  -0.19
C  -0.16  1.18  -0.45
O  0.71  1.08  0.56
H  0.71  -1.99  0.97
H  -0.24  -1.22  -1.51
H  -2.00  -0.10  -0.83
H  -1.52  0.10  0.85
H  -0.71  2.16  -0.45
H  0.49  1.27  -1.42


Short version: <P> is the least stable of them.